{"formula": "C64H179N13O25", "method": "wB97M-V/def2-TZVPD", "elements": ["O", "O", "O", "O", "O", "O", "O", "O", "O", "O", "O", "O", "O", "O", "O", "O", "O", "O", "O", "O", "O", "O", "O", "O", "O", "N", "N", "N", "N", "N", "N", "N", "N", "N", "N", "N", "N", "N", "C", "C", "C", "C", "C", "C", "C", "C", "C", "C", "C", "C", "C", "C", "C", "C", "C", "C", "C", "C", "C", "C", "C", "C", "C", "C", "C", "C", "C", "C", "C", "C", "C", "C", "C", "C", "C", "C", "C", "C", "C", "C", "C", "C", "C", "C", "C", "C", "C", "C", "C", "C", "C", "C", "C", "C", "C", "C", "C", "C", "C", "C", "C", "C", "H", "H", "H", "H", "H", "H", "H", "H", "H", "H", "H", "H", "H", "H", "H", "H", "H", "H", "H", "H", "H", "H", "H", "H", "H", "H", "H", "H", "H", "H", "H", "H", "H", "H", "H", "H", "H", "H", "H", "H", "H", "H", "H", "H", "H", "H", "H", "H", "H", "H", "H", "H", "H", "H", "H", "H", "H", "H", "H", "H", "H", "H", "H", "H", "H", "H", "H", "H", "H", "H", "H", "H", "H", "H", "H", "H", "H", "H", "H", "H", "H", "H", "H", "H", "H", "H", "H", "H", "H", "H", "H", "H", "H", "H", "H", "H", "H", "H", "H", "H", "H", "H", "H", "H", "H", "H", "H", "H", "H", "H", "H", "H", "H", "H", "H", "H", "H", "H", "H", "H", "H", "H", "H", "H", "H", "H", "H", "H", "H", "H", "H", "H", "H", "H", "H", "H", "H", "H", "H", "H", "H", "H", "H", "H", "H", "H", "H", "H", "H", "H", "H", "H", "H", "H", "H", "H", "H", "H", "H", "H", "H", "H", "H", "H", "H", "H", "H", "H", "H", "H", "H", "H", "H", "H", "H", "H", "H", "H", "H"], "coordinates": [[5.0777, 2.1372, 7.1955], [-3.1033, 0.6676, 2.5599], [-0.5092, 4.5919, -4.6747], [8.6298, -2.3152, -0.5124], [-0.5003, -0.8338, -1.1924], [0.8960, 5.1873, 6.4367], [1.2662, 2.8000, 1.5274], [1.2744, -0.7501, 6.9452], [7.8713, -0.9489, -2.7718], [4.9411, 0.3382, 0.9042], [-6.6528, -1.7954, -4.0527], [-5.4032, 1.0979, 4.9600], [-9.0593, -5.0369, -0.1822], [-7.8219, -3.5049, -2.2271], [-4.6839, 0.0907, -2.9389], [-2.6815, -4.3709, -0.5764], [-4.0546, -3.2760, -4.1610], [1.0930, -2.5980, -5.0649], [4.1098, 3.1434, 1.0828], [-1.3707, -5.8531, 1.4312], [-0.2875, -5.7166, 4.1051], [3.7342, 2.7895, -4.4615], [-5.8525, -0.4995, 2.5259], [-6.6122, 6.1144, -2.7622], [3.8407, -4.6076, -1.5723], [-2.1669, -1.4248, -5.9832], [6.2495, 1.5189, -4.2309], [0.2525, 4.1622, 3.8797], [-6.3753, 1.9046, -0.3735], [1.8949, -0.2027, 1.6461], [6.1541, 5.2573, 5.5686], [-0.2218, 1.1247, -3.6636], [-6.2316, -3.8322, 0.2219], [7.3086, -5.5301, -0.6716], [-4.4536, 3.2082, 2.9043], [3.1325, -3.4776, 5.3103], [-3.2857, 6.4353, -3.9736], [5.9165, -2.7263, 2.8246], [4.9348, -5.4204, -1.2843], [-9.2195, -3.7947, -2.3177], [-1.8998, -0.8013, -1.2574], [4.8211, 0.5465, -0.5267], [0.4384, -5.5502, 2.8343], [2.0788, -1.9348, 6.8392], [5.7898, 1.0138, 7.6262], [-0.2823, -2.0575, -7.5980], [-5.4626, 1.0851, -2.3818], [-5.1359, -3.4551, -5.0876], [-4.4484, 5.7605, -3.4323], [0.1443, 3.3202, 5.0619], [5.1111, -0.7615, -4.2911], [4.7187, 3.7438, 4.4842], [-5.8566, 0.6753, -0.9441], [-0.0939, 5.1164, -5.8924], [-5.0204, -5.9492, 0.1499], [5.3235, -1.3938, 2.5864], [-0.3027, 2.5859, -3.2851], [9.5357, -1.8222, -1.4267], [-6.6847, 0.6171, 4.5418], [3.7481, 1.3669, -4.3037], [3.0785, 3.5366, 0.2111], [2.1178, -1.9532, -0.1129], [-7.5723, 6.9165, -2.1042], [9.0614, -0.5410, -2.1630], [-0.1897, -2.0829, -5.0430], [1.4744, -0.6448, 0.2963], [1.8086, -2.4948, -3.8180], [3.7164, 3.2605, -5.7530], [-0.4154, -4.8701, 1.7719], [-4.0171, 4.7504, -2.3573], [-3.9965, 0.6875, -3.9909], [1.1347, -2.2836, 4.5189], [-6.7874, -0.5703, -0.9164], [5.0789, 0.7355, -4.7422], [6.2212, -4.6613, -1.2453], [-0.2365, 5.3318, 7.3763], [1.7541, 3.9585, 0.9019], [5.9777, 3.0809, 6.5796], [-5.3507, 6.7569, -2.7684], [0.9144, -0.5266, 8.2825], [0.4944, 3.1825, -2.1506], [-1.7920, -4.3573, -1.6972], [-2.7585, 4.2045, 1.4830], [-0.0416, 3.3040, -4.6117], [-3.4210, 2.9356, 1.9387], [-9.7832, -4.0886, -0.9353], [1.1140, 3.7795, 6.1140], [0.5812, 1.9022, 4.6878], [-4.0110, -3.8584, -0.7520], [-6.7189, 0.5275, 2.9975], [2.6731, -5.3829, -1.5718], [-6.0450, -2.2248, -5.2415], [-0.0542, -0.6499, 0.1294], [5.2291, 4.2008, 5.8562], [2.3954, -2.2288, 5.3504], [-1.0154, -2.2851, -6.2501], [-2.2965, -0.2354, 3.3214], [6.3767, -4.0757, -2.6534], [-2.4203, 1.8834, 2.3900], [5.7524, -0.8897, 1.1946], [5.8206, -0.5568, 3.7179], [-4.9222, -4.4499, 0.2902], [-4.7904, 0.4305, 4.7127], [-6.8837, -1.0306, 0.0830], [6.4051, 0.5145, 6.8809], [-4.0729, -2.7323, -0.6267], [5.0952, 0.7747, -5.8199], [0.5570, 1.2534, 5.5717], [-4.9505, -0.1356, 2.5447], [-4.0435, 3.7303, 3.6729], [5.8818, 2.4640, -4.0070], [2.9987, 0.9158, -4.9759], [3.0177, -1.7327, 7.3703], [-4.9232, 0.3168, -0.4933], [-1.7618, -0.4909, -6.0458], [-2.3624, -1.4807, -0.5255], [-6.2319, -2.9170, 0.6086], [-7.4745, 1.3400, 4.8962], [6.0725, -3.8869, -0.4809], [-1.3400, -3.3279, -1.8248], [2.7591, 2.7393, -0.4929], [-0.4266, 2.7261, -5.4602], [-9.4833, -4.5524, -3.0485], [-9.8870, -3.0940, -0.4971], [0.0413, 2.8206, -1.2039], [7.3948, -5.4235, 0.3347], [-0.6270, 4.3927, 3.3944], [7.1434, -3.3222, -2.7057], [5.6415, 1.1366, -0.8618], [4.0287, -3.3237, 4.8325], [-1.3689, -0.3340, 2.7393], [-4.9658, 2.0602, -2.3525], [1.4581, -2.4090, 3.4821], [-6.3142, 1.0981, -3.0583], [6.6027, 3.4569, 7.4057], [6.8490, 5.0650, 4.8631], [1.7444, -0.0458, 8.8186], [1.7186, -2.8016, 0.4709], [-2.0581, 0.1229, 4.3127], [-0.7131, -2.4853, -4.2105], [5.1505, -0.8393, -3.1925], [6.9448, 1.7881, -4.9539], [4.1386, 2.8453, 4.5081], [4.7098, -0.3578, -1.1074], [6.9301, -2.6648, 2.8503], [5.9956, -1.3105, -4.6392], [1.1010, -2.6442, -2.9965], [6.8397, -0.6796, 1.1471], [2.0135, 4.7982, 1.5950], [6.6818, 2.6025, 5.9056], [1.8829, -4.6789, -1.7629], [0.0325, -0.9781, -7.6614], [5.7461, -3.4164, 2.1342], [-4.9379, 6.9689, -1.7613], [-4.7437, 0.9547, -4.7325], [6.4807, -4.9023, -3.3786], [-0.4496, 6.1454, -6.0745], [1.7634, -2.2427, -1.1001], [-7.5892, -2.8852, -2.9543], [-3.5238, -2.5630, -4.5440], [-0.9346, -5.0266, -1.4711], [-0.0497, 1.4898, 3.8999], [5.4675, -1.6779, 0.5112], [-3.2429, 5.1049, -1.6878], [4.0567, 4.5256, 4.0560], [4.2433, -1.5173, 2.5200], [2.8859, 2.8651, -6.3320], [-3.6643, 4.8080, 1.2890], [-10.7498, -4.5672, -0.9426], [2.6331, -3.2174, -3.7203], [4.6832, 3.0669, -6.3029], [6.9126, -0.5387, 3.6828], [-6.5384, 1.5054, 2.6634], [-4.4833, -4.1947, 1.2606], [0.7668, -1.4686, 8.8306], [-1.6312, 1.6946, 1.6462], [2.8959, -0.3205, 1.7084], [-7.3378, 2.0962, -0.5441], [0.9639, 3.1650, 7.0030], [8.2414, -5.2409, -1.0001], [-1.4104, -3.3204, -6.2022], [-5.5352, -6.2366, -0.7420], [0.9979, 5.0501, -5.9692], [-5.4169, -1.4221, -5.6429], [-4.8632, 4.5180, -1.7156], [-0.2410, 4.5833, 8.1419], [7.7855, -2.3099, -0.9977], [0.8733, 3.0608, 2.3556], [-6.2173, 1.9425, 0.6258], [10.4301, -1.5534, -0.8872], [-0.4452, -1.3919, 0.8718], [-1.2012, 5.3879, 6.8291], [-6.3942, -1.2929, -1.6524], [-2.6472, 5.7462, -4.3861], [-7.7138, 0.1024, 2.8226], [5.0179, -6.2637, -2.0036], [-1.9991, -5.6100, 0.7394], [4.2119, -1.2557, -4.6877], [1.2628, -4.8871, 3.0753], [5.0839, 0.3048, 8.0096], [-9.7164, -2.8638, -2.6005], [-1.9968, 2.1532, 3.3700], [2.1258, -1.4586, -3.6713], [1.5172, 2.8411, -2.3099], [-2.2909, -4.5949, -2.6264], [-3.3235, -0.0048, -4.4893], [-0.4767, 4.5251, -6.7406], [-4.8522, -3.7171, -6.0683], [-2.8243, -1.4878, -6.7546], [0.6700, 5.0648, 4.0449], [-2.1579, -0.9389, -2.2990], [-3.6693, 3.8527, -2.9172], [2.9985, -1.4083, 4.8683], [0.0328, 0.1268, 8.3416], [8.9469, 0.4097, -1.6430], [-4.7384, 2.3672, 3.3635], [1.6426, 0.7791, 1.7369], [-0.1456, 0.5383, -2.8278], [-2.2100, 4.7142, 2.2907], [0.7754, -6.5397, 2.6051], [5.4586, 0.4815, 3.7014], [0.2118, -4.6799, 0.8702], [2.1464, 3.6774, 5.7960], [-1.1719, -6.0757, 3.8722], [-0.9552, -2.3339, -8.4198], [-6.8241, -0.4209, 4.9186], [-5.9606, -1.3639, -3.5317], [0.6540, -1.3194, 4.5816], [-5.3879, 7.7343, -3.2663], [-8.2977, -4.6468, 0.2884], [6.5171, 1.3159, 8.3764], [-1.3208, 2.7585, -2.9541], [6.5539, 5.7501, 6.3562], [3.9311, 2.2652, 1.4227], [9.8031, -0.5010, -2.9525], [-0.1046, -0.9936, -4.8169], [1.0528, 3.3706, -4.7809], [-0.9603, -4.0079, 2.1991], [2.6020, -4.1380, 4.7404], [-0.3847, 0.3704, 0.4259], [5.4241, -3.6215, -2.8436], [9.8810, -2.5537, -2.1664], [-2.8015, -1.2008, 3.3388], [-6.8459, -2.4349, -5.9312], [-3.3774, 1.4954, -3.6684], [-0.8358, 3.3669, 5.5392], [2.7528, -6.2340, -2.3060], [3.4590, 1.1726, -3.2602], [3.8978, 1.0923, -0.7182], [4.7737, -5.9046, -0.3117], [5.5453, 3.5314, 3.8222], [3.6490, 4.3496, -5.6906], [-6.5859, -3.7990, -0.7511], [0.5092, -3.1053, 4.8781], [-5.0284, 5.1366, -4.1230], [-0.0600, 6.2979, 7.7928], [1.5938, 1.9196, 4.2758], [-8.5248, 6.3770, -2.0172], [-4.3568, -4.0149, -1.7528], [0.7153, -2.5312, -7.5873], [-3.5547, 7.1136, -4.6904], [2.5623, -5.8446, -0.5908], [3.4862, 4.2889, -0.4533], [-2.1982, 4.2654, 0.5592], [-7.7636, -0.3136, -1.3405], [5.5522, -0.9292, 4.7338], [0.5715, 4.2606, -2.3076], [0.9968, 4.3601, 0.2267], [-3.9541, 2.5065, 1.0473], [3.2366, -1.9460, 0.0003], [1.8392, 0.0868, -0.4500], [-2.3220, 0.1629, -0.9298], [4.4244, 4.5549, 6.4732], [0.6922, 0.9088, -4.0982], [1.5473, -2.7779, 7.3209], [-5.7452, -4.2770, -4.7212], [-7.6933, 7.8611, -2.6338], [-5.5493, -6.3168, 1.0154], [-7.1828, 7.0654, -1.0777], [7.3387, -0.2208, -3.0798], [-4.0161, -6.4096, 0.1282]], "orbital_gap_ev": 9.022, "total_energy_ev": -139819.4349, "charge": 0}